# C4H10NS2

The ion C4H10NS2 with charge +1 (ωB97M-V/def2-TZVPD, the Open Molecules 2025 dataset).

Structure (XYZ):
```
17
Properties=species:S:1:pos:R:3:forces:R:3
S 2.06964 1.49234 0.10768 -0.29 -0.20 -0.27
N 1.04062 -0.00010 -0.00007 1.61 0.00 0.00
S 2.06494 -1.49574 -0.10802 -0.29 0.20 0.27
C 0.14769 0.15497 -1.19712 -0.76 0.22 -0.89
C -1.23638 0.42962 -0.63017 0.03 -0.05 0.11
C -1.23565 -0.43024 0.63050 0.03 0.05 -0.11
C 0.14783 -0.15271 1.19728 -0.76 -0.22 0.89
H 2.68882 1.14464 1.24457 -0.03 -0.16 0.07
H 2.68476 -1.15016 -1.24516 -0.03 0.16 -0.07
H 0.14816 -0.78500 -1.75081 0.13 0.10 0.13
H 0.52589 0.94944 -1.84061 0.10 -0.09 0.03
H -2.01766 0.14920 -1.33142 0.03 0.03 -0.07
H -1.35571 1.48324 -0.37881 -0.01 0.04 -0.01
H -2.01750 -0.15126 1.33168 0.03 -0.03 0.07
H -1.35284 -1.48414 0.37928 -0.01 -0.04 0.02
H 0.14712 0.78893 1.74814 0.13 -0.10 -0.13
H 0.52676 -0.94492 1.84312 0.10 0.09 -0.03
```
Forces are in eV/Å.

Output
**Total energy**: -1009.23683 Eh
**Total charge**: +1
**LUMO level**: -0.1679 Ha
**ΔE to the lowest compared entry with this formula, charge and spin**: 0.7943 eV
**SMILES**: S[N+]1(S)CCCC1
**Kohn-Sham gap**: 9.728 eV


# C4H10NS2

A structure of composition C4H10NS2 (ωB97M-V/def2-TZVPD, the Open Molecules 2025 dataset).

Structure (XYZ):
```
17
Properties=species:S:1:pos:R:3:forces:R:3
C -2.36417 0.67998 -0.54359 -3.88 1.91 1.45
C 0.84949 1.39265 0.54413 -2.21 0.60 2.51
C -1.26334 0.34970 0.18282 0.30 -1.57 2.31
C 0.17185 0.27798 -0.21036 -0.56 -1.10 0.54
N 0.67413 -1.13260 0.08954 0.28 1.13 -1.50
S -3.80190 1.20481 0.18002 1.69 -0.69 -0.34
S -1.86770 -2.39394 0.11033 -0.35 1.49 3.02
H -2.41342 0.84860 -1.54578 0.58 -0.23 -3.00
H 0.29583 2.34264 0.37725 0.61 -0.48 -0.20
H 0.81919 1.28093 1.66794 -0.35 -0.32 -0.98
H 1.85554 1.49495 0.37398 2.39 0.36 -1.11
H -1.44870 0.54170 1.24173 0.15 -0.69 0.15
H 0.17007 0.52902 -1.23817 0.63 -0.45 -1.36
H -0.32781 -1.99420 0.10762 0.12 0.61 0.07
H 1.01070 -1.11692 1.02291 0.64 -0.18 1.12
H 1.44400 -1.40350 -0.53458 -0.22 0.22 0.30
H -1.71074 -2.74609 -1.08264 0.18 -0.62 -2.98
```
Forces are in eV/Å.

Output
**Total energy**: -1009.13292 Eh
**Total charge**: +1
**LUMO level (spin up / spin down)**: -0.2695 / -0.2703 Ha
**ΔE to the lowest compared entry with this formula, charge and spin**: 3.6219 eV
**Kohn-Sham gap (spin up / spin down)**: 5.948 / 5.831 eV


# C4H10O

A cluster of 2 separate species, C4H10O in total (ωB97M-V/def2-TZVPD, the Open Molecules 2025 dataset).

Structure (XYZ):
```
15
Properties=species:S:1:pos:R:3:forces:R:3
C -1.13753 -1.39969 -0.44332 0.17 -0.21 0.00
C -0.09666 -1.00915 0.28873 0.05 -0.19 -0.06
C 1.08532 -0.24222 -0.24346 0.08 -0.10 -0.09
C 1.48664 0.99074 0.57386 -0.04 0.00 0.04
H -1.22306 -1.14487 -1.49985 0.11 -0.07 0.19
H -1.97759 -1.94413 -0.02168 0.19 0.04 0.01
H -0.06844 -1.26892 1.34862 0.01 0.03 -0.13
H 0.89072 0.05414 -1.28273 0.02 -0.11 0.14
H 1.93059 -0.93999 -0.27004 0.03 0.11 -0.04
H 0.70134 1.75474 0.55534 0.10 -0.11 0.03
H 1.68179 0.73360 1.62136 -0.05 0.01 -0.15
H 2.40214 1.43459 0.16633 -0.18 -0.06 0.07
O -2.23960 1.08882 -0.08991 -0.13 0.61 -0.12
H -1.52652 0.53726 0.25260 -0.21 0.00 0.04
H -1.90915 1.35507 -0.95584 -0.14 0.07 0.08
```
Forces are in eV/Å.

Output
**Total energy**: -233.60928 Eh
**Total charge**: 0
**LUMO level**: 0.0372 Ha
**ΔE to the lowest compared entry with this formula, charge and spin**: 0.9706 eV
**SMILES**: C=CCC.O
**Kohn-Sham gap**: 10.824 eV


# C4H10O

The molecule C4H10O (ωB97M-V/def2-TZVPD, the Open Molecules 2025 dataset).

Structure (XYZ):
```
15
Properties=species:S:1:pos:R:3:forces:R:3
C -1.05594 -0.63267 0.83440 -0.10 0.08 0.04
C -0.08246 0.14745 -0.07251 0.07 -0.12 -0.04
C 0.07053 -0.49047 -1.45018 0.00 0.01 -0.03
C 1.27335 0.40131 0.59146 0.04 0.06 0.00
O -0.70483 1.41704 -0.36277 0.26 0.26 0.03
H -0.66213 -0.87372 1.82890 0.05 0.07 -0.24
H -1.87703 0.07665 0.93929 -0.27 -0.40 0.32
H -1.45494 -1.55109 0.38808 0.20 0.19 0.01
H -0.92036 -0.69601 -1.86788 0.14 0.03 0.03
H 0.57569 0.21879 -2.11193 0.00 -0.14 0.04
H 0.64135 -1.42613 -1.42366 -0.13 0.17 0.12
H 1.89901 -0.49646 0.65657 -0.24 0.05 -0.06
H 1.81512 1.15339 0.00991 0.00 -0.10 0.08
H 1.14183 0.77658 1.61535 -0.01 0.00 -0.18
H -0.65919 1.97533 0.42497 -0.01 -0.15 -0.11
```
Forces are in eV/Å.

Output
**Total energy**: -233.63664 Eh
**Total charge**: 0
**LUMO level**: 0.0344 Ha
**ΔE to the lowest compared entry with this formula, charge and spin**: 0.2260 eV
**SMILES**: CC(C)(C)O
**Kohn-Sham gap**: 11.216 eV


# C4H10O

A structure of composition C4H10O (ωB97M-V/def2-TZVPD, the Open Molecules 2025 dataset).

Structure (XYZ):
```
15
Properties=species:S:1:pos:R:3:forces:R:3
C -1.79269 0.24601 0.00585 -1.56 -2.90 0.86
O 0.25292 1.55625 -0.61119 -1.13 -0.29 0.36
C -0.79211 -0.70204 -0.01842 -3.42 -1.20 2.97
C 0.37699 -0.73669 0.86398 0.71 0.89 -0.55
C 1.60688 -0.80683 -0.07814 -2.05 0.86 0.43
H -2.54141 0.06273 -0.78933 0.18 0.50 0.87
H -2.05505 0.81696 0.92485 0.84 0.44 -1.33
H 0.32796 1.88164 -1.51343 -0.35 -0.15 0.00
H -0.55635 0.67359 -0.41773 2.84 4.13 -2.33
H -1.12528 -1.64347 -0.38248 0.47 -0.52 -1.99
H 0.35021 -1.46038 1.64693 -0.28 -0.78 0.41
H 0.38260 0.26607 1.27732 0.47 0.03 0.73
H 2.49129 -0.80583 0.50759 1.02 0.26 -0.01
H 1.54135 -1.56048 -0.81526 0.15 -1.54 -0.35
H 1.27498 0.07843 -0.63016 2.10 0.27 -0.05
```
Forces are in eV/Å.

Output
**Total energy**: -233.48360 Eh
**Total charge**: 0
**LUMO level**: 0.0125 Ha
**ΔE to the lowest compared entry with this formula, charge and spin**: 4.3907 eV
**Kohn-Sham gap**: 9.558 eV


# C4H10O

A cluster of 2 separate species, C4H10O in total (ωB97M-V/def2-TZVPD, the Open Molecules 2025 dataset).

Structure (XYZ):
```
15
Properties=species:S:1:pos:R:3:forces:R:3
C 0.05709 1.57453 -2.47471 -0.04 -0.17 0.34
C -0.77385 0.53898 -2.20063 1.27 1.82 -0.24
C -0.21844 -0.86567 -2.26193 -0.62 0.94 2.71
H -0.24926 2.48095 -2.99615 -0.42 0.30 1.14
H 1.08989 1.56954 -2.11604 0.31 -0.57 -1.27
H -1.73264 0.93461 -1.89271 -0.97 -1.10 -0.91
H -1.01640 -1.54821 -2.56030 0.69 -0.07 -1.02
H 0.73211 -0.68034 -2.75184 -0.27 -1.24 -0.68
H 0.01105 -1.24040 -1.24875 0.05 0.10 -0.06
C 0.31618 -0.11906 3.57093 -0.12 -0.52 0.06
O -0.01933 -1.46823 3.24743 -1.01 0.49 0.51
H 0.94553 0.31650 2.80290 0.23 0.19 -0.02
H -0.60228 0.46579 3.62117 -0.01 -0.10 0.04
H 0.80698 -0.10614 4.54700 0.10 0.27 -0.09
H 0.65339 -1.85285 2.71363 0.80 -0.32 -0.52
```
Forces are in eV/Å.

Output
**Total energy**: -233.53970 Eh
**Total charge**: 0
**LUMO level**: 0.0286 Ha
**ΔE to the lowest compared entry with this formula, charge and spin**: 2.8641 eV
**SMILES**: C=CC.CO
**Kohn-Sham gap**: 9.464 eV